# 1
29
Properties=species:S:1:pos:R:3 method="wB97M-V/def2-TZVPD" charge=-1 homo_energy_ev="-3.368 / -4.311" s_squared=3.812 multiplicity=4 lumo_ha="0.10896 / 0.10828"
C -0.978 -1.069 -2.218
C -1.028 -2.057 -1.225
C -1.741 -1.522 -0.124
H -0.567 -3.027 -1.264
C -2.145 -0.216 -0.454
C -1.648 0.085 -1.730
H -1.767 1.021 -2.246
H -0.504 -1.163 -3.178
H -1.900 -2.009 0.819
H -2.680 0.456 0.188
Cr 0.197 -0.310 -0.398
Br 1.004 -2.154 1.182
C 2.165 0.834 -0.045
C 1.344 1.601 -0.907
C 1.182 0.876 -2.096
H 0.891 2.545 -0.667
C 1.888 -0.350 -1.967
C 2.519 -0.350 -0.715
H 3.113 -1.147 -0.310
H 2.426 1.086 0.965
H 0.612 1.188 -2.952
H 1.943 -1.136 -2.699
C -1.029 1.006 3.659
C -0.088 0.927 2.504
O 1.054 1.551 2.594
O -0.468 0.254 1.427
H -0.548 0.570 4.559
H -1.961 0.443 3.441
H -1.286 2.067 3.858

# 2
7
Properties=species:S:1:pos:R:3 method="wB97M-V/def2-TZVPD" charge=0 homo_energy_ev=-10.037 smiles="O=C=S.C=O" relative_energy_kcal_mol=12.3 lumo_ha=0.01544
O -0.037 0.364 -1.256
C -0.202 1.424 -0.752
S -0.414 2.895 -0.270
C 0.143 -1.129 0.559
O 0.690 -0.305 1.198
H 0.575 -1.718 -0.323
H -0.754 -1.532 0.845

# 3
22
Properties=species:S:1:pos:R:3 method="wB97M-V/def2-TZVPD" charge=0 homo_energy_ev=-7.742 relative_energy_kcal_mol=138.9 lumo_ha=0.00334
C 3.192 0.565 0.068
C 2.323 -0.366 -0.826
C 0.898 0.012 -0.765
C 0.098 -0.846 -0.004
C -1.323 -0.647 0.059
C -2.048 -0.089 -0.979
C -3.542 -0.121 -0.659
H 3.023 0.334 1.135
H 3.106 1.748 -0.044
H 4.258 0.371 -0.110
H 2.689 -0.478 -1.921
H 2.355 -1.397 -0.436
H 0.656 1.177 -0.702
H 0.531 -1.667 0.613
H -1.564 0.627 -0.115
H -1.584 0.213 -1.891
H -3.937 -1.175 -0.664
H -3.740 0.173 0.351
H -4.021 0.523 -1.444
H -0.515 0.261 1.997
H -0.752 0.297 3.508
O -0.101 0.485 2.828

# 4
62
Properties=species:S:1:pos:R:3 method="wB97M-V/def2-TZVPD" charge=0 homo_energy_ev=-8.242 relative_energy_kcal_mol=128.4 lumo_ha=-0.05053
Li 2.832 -0.603 -1.538
F 0.948 1.241 -0.166
C 2.734 6.141 3.331
C 3.037 4.653 3.748
C 1.870 3.878 4.274
O 3.513 3.905 2.650
H 1.894 6.168 2.637
H 3.623 6.459 2.786
H 2.539 6.843 4.141
H 3.802 4.635 4.525
H 1.434 4.418 5.115
H 2.263 2.892 4.521
H 1.094 3.765 3.517
H 2.752 3.489 2.237
C -3.662 2.827 -3.661
C -2.671 3.926 -3.297
C -2.847 4.377 -1.866
O -1.336 3.546 -3.457
H -3.501 2.578 -4.710
H -4.712 3.073 -3.508
H -3.496 1.889 -3.132
H -2.757 4.802 -3.939
H -2.726 3.469 -1.276
H -3.822 4.796 -1.620
H -2.077 5.103 -1.608
H -1.067 3.047 -2.682
C -0.663 -1.969 -5.930
C -0.395 -2.507 -4.552
C -1.055 -3.856 -4.315
O 0.948 -2.612 -4.277
H -1.721 -1.934 -6.189
H -0.236 -2.639 -6.676
H -0.279 -0.949 -5.964
H -0.826 -1.785 -3.858
H -0.922 -4.192 -3.287
H -0.661 -4.638 -4.964
H -2.132 -3.804 -4.475
H 1.289 -3.211 -4.946
C -2.935 0.438 3.494
C -2.573 -1.014 3.120
C -3.218 -1.447 1.790
O -1.177 -1.066 2.939
H -2.576 0.741 4.478
H -4.020 0.527 3.434
H -2.578 1.135 2.736
H -2.898 -1.723 3.882
H -4.270 -1.224 1.967
H -3.152 -2.533 1.733
H -2.824 -0.903 0.931
H -0.948 -0.377 2.311
C 4.353 -5.007 2.512
C 3.642 -4.817 1.159
C 2.326 -5.552 1.092
O 3.417 -3.464 1.089
H 4.382 -6.078 2.717
H 3.813 -4.534 3.332
H 5.360 -4.604 2.408
H 4.316 -5.125 0.360
H 2.391 -6.559 1.505
H 1.951 -5.698 0.079
H 1.518 -5.102 1.669
H 2.690 -3.235 1.673

# 5
12
Properties=species:S:1:pos:R:3 method="wB97M-V/def2-TZVPD" charge=+2 homo_energy_ev="-15.882 / -15.882" s_squared=6.003 multiplicity=5 lumo_ha="-0.33524 / -0.33143"
C -1.248 2.461 2.021
O -1.132 3.459 2.582
O -1.364 1.448 1.457
O -0.126 -1.680 -0.003
C 1.087 -1.728 0.010
O 1.798 -0.637 -0.172
Nd -2.447 -0.354 -0.448
H 1.651 -2.665 0.147
O 4.002 -0.906 -2.368
C 3.534 -0.662 -1.332
C 3.288 -0.787 -0.018
H 3.803 -0.168 0.717

# 6
21
Properties=species:S:1:pos:R:3 method="wB97M-V/def2-TZVPD" charge=0 homo_energy_ev="-8.084 / -8.299" s_squared=15.792 multiplicity=8 relative_energy_kcal_mol=0.0 lumo_ha="-0.02370 / -0.05845"
O 1.567 -0.917 -0.357
O -0.599 -0.531 -0.206
C 0.568 -0.109 0.005
C 2.898 -0.390 -0.405
C 3.829 -1.496 -0.849
H 2.923 0.455 -1.107
H 3.179 -0.018 0.589
H 3.525 -1.907 -1.821
H 4.846 -1.094 -0.950
H 3.851 -2.309 -0.111
C -1.217 1.774 3.279
C -0.735 3.115 3.789
O -1.248 3.184 5.146
C -2.269 2.333 5.253
O -2.375 1.561 4.187
O -3.047 2.339 6.181
O 0.784 0.970 0.736
H -0.499 1.007 3.623
H -1.138 3.994 3.262
H 0.357 3.202 3.815
Tb -1.768 1.533 0.717

# 7
12
Properties=species:S:1:pos:R:3 method="wB97M-V/def2-TZVPD" charge=+2 homo_energy_ev="-16.279 / -16.254" s_squared=16.538 multiplicity=8 relative_energy_kcal_mol=61.8 lumo_ha="-0.39136 / -0.43201"
H -2.398 0.456 2.537
O -1.456 0.418 2.351
C -1.260 0.553 0.959
C 0.174 0.515 0.649
C 1.396 0.591 0.620
H -1.676 1.504 0.586
H -1.754 -0.262 0.403
H 2.452 0.487 0.807
C 1.006 -0.573 -1.901
O 0.494 -1.735 -2.029
Gd 2.653 -2.236 -2.756
H 0.369 0.282 -2.227

Copy entry 2 word for word.
7
Properties=species:S:1:pos:R:3 method="wB97M-V/def2-TZVPD" charge=0 homo_energy_ev=-10.037 smiles="O=C=S.C=O" relative_energy_kcal_mol=12.3 lumo_ha=0.01544
O -0.037 0.364 -1.256
C -0.202 1.424 -0.752
S -0.414 2.895 -0.270
C 0.143 -1.129 0.559
O 0.690 -0.305 1.198
H 0.575 -1.718 -0.323
H -0.754 -1.532 0.845

Please write out number 1 again, unchanged.
29
Properties=species:S:1:pos:R:3 method="wB97M-V/def2-TZVPD" charge=-1 homo_energy_ev="-3.368 / -4.311" s_squared=3.812 multiplicity=4 lumo_ha="0.10896 / 0.10828"
C -0.978 -1.069 -2.218
C -1.028 -2.057 -1.225
C -1.741 -1.522 -0.124
H -0.567 -3.027 -1.264
C -2.145 -0.216 -0.454
C -1.648 0.085 -1.730
H -1.767 1.021 -2.246
H -0.504 -1.163 -3.178
H -1.900 -2.009 0.819
H -2.680 0.456 0.188
Cr 0.197 -0.310 -0.398
Br 1.004 -2.154 1.182
C 2.165 0.834 -0.045
C 1.344 1.601 -0.907
C 1.182 0.876 -2.096
H 0.891 2.545 -0.667
C 1.888 -0.350 -1.967
C 2.519 -0.350 -0.715
H 3.113 -1.147 -0.310
H 2.426 1.086 0.965
H 0.612 1.188 -2.952
H 1.943 -1.136 -2.699
C -1.029 1.006 3.659
C -0.088 0.927 2.504
O 1.054 1.551 2.594
O -0.468 0.254 1.427
H -0.548 0.570 4.559
H -1.961 0.443 3.441
H -1.286 2.067 3.858